12
Properties=species:S:1:pos:R:3 method="wB97M-V/def2-TZVPD" e_above_lowest_ev=2.883 orbital_gap_ev=9.14 homo_ev=-9.06 total_charge=0
B -1.0968 0.7249 -0.1335
C 1.2272 -0.6043 -0.1147
C 0.4511 0.6665 -0.2388
N -1.8136 -0.4501 0.0290
H -1.6802 1.7322 -0.2501
H 0.9657 -1.1575 0.7874
H 0.9925 -1.2364 -0.9768
H 2.3008 -0.4317 -0.1124
H 0.8686 1.6708 1.4045
H 0.9447 1.4149 -0.8420
H -2.8159 -0.5058 0.0830
H -1.3771 -1.3517 0.1197

=====

18
Properties=species:S:1:pos:R:3 method="wB97M-V/def2-TZVPD" orbital_gap_ev="5.24 / 6.64" spin_multiplicity=3 homo_ev="-5.25 / -9.04" total_charge=0 s_squared=2.009
B -0.3824 -0.9225 1.1186
C 1.8613 -0.6498 -0.1583
C 0.0705 1.2933 -0.6644
N -0.6452 2.1790 0.1288
N 0.5877 -0.1045 0.3992
N -0.6280 0.3396 -1.5384
O 0.0233 -0.0760 -2.4683
O -1.7705 0.1495 -1.3232
O 0.0650 -2.2272 1.3418
O -1.6455 -0.3792 1.2821
H 2.7383 0.1009 -0.0598
H 2.0438 -1.6623 0.2382
H 1.4757 -0.6544 -1.2385
H 1.0252 1.5084 -1.1524
H -1.2970 1.8157 0.8302
H -0.7005 3.1447 -0.1074
H -0.5779 -2.7616 1.8294
H -2.2437 -1.0937 1.5422

=====

17
Properties=species:S:1:pos:R:3 method="wB97M-V/def2-TZVPD" orbital_gap_ev=9.64 homo_ev=-9.39 total_charge=0
B 1.0593 0.1680 0.2159
C -1.7228 -2.0007 -0.4992
C 0.8954 1.8464 0.2240
N 0.2766 -0.1960 -1.0667
O -2.1544 0.6188 -0.7479
O -0.3803 -0.2196 1.0131
O 1.9103 -0.7390 0.7532
O 1.4142 2.4444 1.3799
S -1.1239 -0.2563 -0.2421
H -1.7707 -2.2738 -1.5700
H -1.2182 -2.4854 0.3241
H -2.8565 -2.0981 -0.3642
H 1.2836 2.5560 -0.6508
H -0.2171 1.9799 0.1561
H 0.4611 -0.6382 -1.9400
H 2.6873 -0.3072 1.1389
H 1.4561 1.6007 1.8758

=====

14
Properties=species:S:1:pos:R:3 method="wB97M-V/def2-TZVPD" e_above_lowest_ev=1.852 orbital_gap_ev=11.10 homo_ev=-15.58 total_charge=+1
C 1.8552 0.2752 -0.0504
C -2.0356 -0.0470 -0.4045
N 0.7743 -0.0512 -0.5761
Si -0.5639 -1.1667 -0.3316
Cl 1.6421 1.7439 1.9787
Cl -0.3383 -2.4447 -1.8836
H 2.2588 -0.2785 0.7245
H 2.3447 1.1541 -0.5227
H -1.8829 1.0408 -0.7433
H -2.7650 -0.3847 -1.2732
H -2.6035 0.0916 0.5731
H 0.9242 1.3256 2.9573
H 0.3249 0.4748 -1.3115
H 0.0649 -1.7334 0.8634

=====

15
Properties=species:S:1:pos:R:3 method="wB97M-V/def2-TZVPD" e_above_lowest_ev=0.000 smiles=Cl[Si@@H]1C[SiH2]C[Si@@H]1Cl orbital_gap_ev=10.24 homo_ev=-9.96 total_charge=0
C 1.1138 0.7897 -0.8034
C -1.1492 0.4456 0.9273
Si -0.6973 1.2944 -0.6601
Si 1.2208 -1.1379 -0.5109
Si -0.5555 -1.3681 0.9247
Cl 2.9987 -2.1471 -0.3722
Cl -0.1444 -1.8527 2.8636
H 1.7121 1.3817 -1.6709
H 1.5286 1.2024 0.1452
H -0.6494 1.1188 1.6655
H -2.1836 0.6550 1.3211
H -0.7191 2.6633 -0.6397
H -1.6546 0.9098 -1.7673
H 0.8018 -1.7619 -1.7824
H -1.6229 -2.1931 0.3596

=====

15
Properties=species:S:1:pos:R:3 method="wB97M-V/def2-TZVPD" e_above_lowest_ev=0.747 smiles=CNP(Cl)NCO orbital_gap_ev=9.66 homo_ev=-8.85 total_charge=0
C 0.7619 2.0344 1.3185
C -0.1079 -1.9023 -0.2426
N -0.0628 1.0519 0.6565
N -0.8561 -0.8076 -0.8060
O 0.9901 -2.3175 -0.9974
P -0.0484 0.7100 -0.9719
Cl -1.7265 1.6512 -1.6948
H 0.1530 2.8005 1.8048
H 1.4014 1.5646 2.0707
H 1.3963 2.5170 0.5768
H -0.8078 -2.7361 -0.0742
H 0.7047 -2.5552 -1.8886
H 0.3099 -1.5807 0.7142
H -0.8040 0.6417 1.2133
H -1.3038 -1.0720 -1.6793

=====

14
Properties=species:S:1:pos:R:3 method="wB97M-V/def2-TZVPD" orbital_gap_ev=6.83 homo_ev=-7.59 total_charge=0
C 0.1172 -1.0476 1.6312
P 1.1053 0.1434 0.5123
C 1.5069 -0.6003 -1.1996
S 0.0532 2.0090 0.3877
S -2.0019 1.7025 -0.1505
H -0.9865 -0.6401 1.7999
H 0.6505 -1.0460 2.6982
H 0.0385 -2.1560 1.2029
H 2.6081 -1.0432 -1.1287
H 0.8212 -1.5036 -1.5215
H 1.5524 0.2577 -2.0276
H 0.6560 2.7406 -0.6629
H -2.4348 0.4689 0.4284
Cl -3.6860 0.7147 -1.9699

=====

16
Properties=species:S:1:pos:R:3 method="wB97M-V/def2-TZVPD" orbital_gap_ev="5.60 / 4.89" spin_multiplicity=8 homo_ev="-11.52 / -11.72" total_charge=+1 s_squared=15.794
N -2.1531 -2.2379 -0.6773
C -1.9189 -0.9224 -0.3622
C -0.6378 -0.0356 -0.9725
Nb 0.6109 0.7503 0.7420
O 2.3153 -0.3767 0.2975
N 2.1674 -1.2488 -0.7019
O 1.6317 -2.2889 -0.3588
H -1.3935 -2.5242 -1.3392
H -2.6688 -0.3335 0.3317
H -1.1665 0.9124 -1.4715
H -0.0829 -0.5757 -1.8448
H 0.0548 -0.5976 1.8747
H 1.5554 1.5265 2.1083
H 1.2599 2.0673 -0.3757
H -0.8053 1.7712 1.2516
Eu 1.2315 4.1137 1.4980

=====

12
Properties=species:S:1:pos:R:3 method="wB97M-V/def2-TZVPD" e_above_lowest_ev=1.433 orbital_gap_ev="3.05 / 6.75" spin_multiplicity=2 homo_ev="0.98 / -2.76" total_charge=-1 s_squared=0.753
C -0.0034 0.0591 -1.3680
N -1.3079 0.1813 -2.0600
H 0.6031 0.9349 -1.5678
H 0.6214 -0.8731 -1.4882
H -0.1551 0.0620 -0.2644
H -1.1883 -0.3278 -2.9549
H -1.4092 1.1677 -2.2426
C 0.7852 -0.5712 2.4014
N 0.4370 0.6940 2.2390
H 1.9025 -0.6622 2.4823
H 0.2735 -1.5183 2.8413
H -0.5588 0.8536 1.9819

=====

12
Properties=species:S:1:pos:R:3 method="wB97M-V/def2-TZVPD" e_above_lowest_ev=0.208 smiles=NCCN orbital_gap_ev=10.29 homo_ev=-9.06 total_charge=0
C 0.6614 -0.2706 0.2278
C -0.6385 0.2981 -0.2845
N -1.1525 1.3419 0.6266
N 1.1252 -1.4506 -0.4740
H 1.4575 0.4712 0.2089
H 0.5401 -0.5705 1.2708
H -0.4215 0.7897 -1.2394
H -1.4319 -0.4373 -0.3771
H -1.6885 2.0171 0.1209
H -0.4718 1.8310 1.1988
H 0.4257 -2.1563 -0.5049
H 1.5053 -1.3745 -1.4062

=====

12
Properties=species:S:1:pos:R:3 method="wB97M-V/def2-TZVPD" e_above_lowest_ev=1.282 smiles=CNCN orbital_gap_ev=9.41 homo_ev=-8.25 total_charge=0
C 1.1646 0.3999 -1.2046
N 0.4144 -0.4883 -0.4104
C -0.4227 0.0683 0.6765
N -1.2671 -0.8215 1.3782
H 1.0477 0.5733 -2.2830
H 1.1663 1.4128 -0.6584
H 2.2799 0.3015 -1.0979
H -0.1448 -1.1384 -0.8987
H -0.9034 0.9387 0.1501
H 0.2109 0.4374 1.4357
H -1.9149 -1.1017 0.6607
H -1.6308 -0.5817 2.2518

=====

12
Properties=species:S:1:pos:R:3 method="wB97M-V/def2-TZVPD" e_above_lowest_ev=0.409 smiles="C=CN.N" orbital_gap_ev=8.60 homo_ev=-7.74 total_charge=0
N 1.7107 -1.9415 -0.8433
H 2.6274 -2.2643 -0.5471
H 1.6984 -1.7182 -1.8349
H 1.0483 -2.6503 -0.5864
C -1.6545 1.9074 0.9092
C -1.0983 0.7383 0.5937
N -0.0825 0.4667 -0.2782
H -1.1591 2.8605 0.7638
H -2.4015 1.9501 1.6892
H -1.5520 -0.1463 1.0298
H 0.4537 1.2032 -0.6761
H 0.4096 -0.4054 -0.2197

=====

no.,strongest force on any atom (eV/Å)
1,3.452
2,6.584
3,6.164
4,3.113
5,2.955
6,1.080
7,3.183
8,5.937
9,3.228
10,1.860
11,4.369
12,1.236